DFT (the ωB97M-V functional and the def2-TZVPD basis) results for a molecular structure, C38H39MnN4O7 in a non-equilibrium geometry.

Calculated values
energy relative to the best compared isomer or geometry (same formula, charge and spin)	0.00	kcal per mole
highest occupied orbital energy (spin up / spin down)	-4.3 / -5.0	eV
energy	-91653.27537	eV
HOMO-LUMO gap (spin up / spin down)	6.79 / 7.46	eV

The geometry in ORCA input format:
```
! RIJCOSX wB97M-V def2-TZVPD def2/J DEFGRID3
* xyz -1 6
Mn -0.34 -0.84 0.36
O -1.24 0.56 1.35
C -0.96 1.07 2.60
C -0.01 0.11 3.34
C 1.34 -0.12 2.73
C 2.47 0.40 3.37
C 3.74 0.09 2.90
C 3.85 -0.70 1.74
C 2.69 -1.13 1.10
C 2.77 -1.97 -0.13
C 2.28 -1.25 -1.39
O 0.92 -0.98 -1.24
C 2.50 -2.12 -2.66
C 2.15 -1.61 -3.92
C 2.27 -2.36 -5.07
C 2.63 -3.69 -4.97
C 3.02 -4.20 -3.73
C 2.99 -3.42 -2.59
C 3.07 0.07 -1.59
C 4.37 0.05 -2.11
C 5.11 1.22 -2.27
C 4.53 2.46 -1.92
C 3.25 2.47 -1.39
C 2.52 1.30 -1.29
N 1.46 -0.79 1.58
C -2.32 1.17 3.38
C -2.82 0.04 4.05
C -4.08 0.04 4.61
C -4.93 1.14 4.55
C -4.43 2.28 3.92
C -3.18 2.30 3.33
C -0.30 2.49 2.40
C 0.05 3.31 3.49
C 0.68 4.53 3.33
C 0.96 4.99 2.06
C 0.60 4.23 0.97
C 0.02 2.98 1.13
H -0.48 -0.92 3.30
H 0.09 0.42 4.42
H 2.29 1.04 4.23
H 4.65 0.37 3.44
H 4.81 -1.01 1.32
H 2.08 -2.81 0.04
H 3.77 -2.34 -0.26
H 1.76 -0.62 -3.98
H 2.05 -1.88 -6.02
H 2.62 -4.34 -5.85
H 3.34 -5.22 -3.71
H 3.32 -3.83 -1.64
H 4.81 -0.92 -2.37
H 6.13 1.22 -2.63
H 5.11 3.37 -2.09
H 2.81 3.38 -1.03
H 1.49 1.36 -0.96
H -2.21 -0.83 4.11
H -4.41 -0.87 5.12
H -5.94 1.12 4.98
H -5.07 3.17 3.79
H -2.89 3.18 2.79
H -0.27 3.03 4.50
H 0.94 5.10 4.22
H 1.55 5.90 1.88
H 0.70 4.60 -0.03
H -0.25 2.47 0.20
C -3.00 0.16 -5.14
O -2.43 0.74 -3.93
C -1.83 -0.13 -3.07
O -1.39 0.33 -2.02
N -1.68 -1.42 -3.48
N -0.94 -2.34 -2.70
H -3.42 1.02 -5.66
H -3.80 -0.55 -4.88
H -2.25 -0.34 -5.77
H -1.99 -1.78 -4.37
H -0.33 -1.69 -2.15
H -1.59 -2.82 -2.09
C -4.17 0.23 -0.25
C -3.76 -1.17 0.12
C -4.87 -2.08 0.65
O -2.60 -1.60 -0.05
H -5.01 0.51 0.39
H -4.53 0.28 -1.29
H -3.27 0.93 -0.15
H -5.76 -1.47 0.89
H -4.52 -2.57 1.60
H -5.06 -2.92 -0.03
O -1.11 -2.80 2.14
N -0.87 -3.61 1.23
O -0.27 -3.16 0.18
*
```